The following is a quantum chemistry calculation of 4 unconnected molecules or ions with the total composition C3H16NO4 at a distorted geometry, from OMol25.

The geometry in XYZ format:
```
24
Properties=species:S:1:pos:R:3:nbo_charge:R:1
C -0.739 -0.812 0.864 -0.097
O 0.126 -1.519 1.806 -0.757
C -0.041 0.511 0.438 -0.085
C -0.324 1.609 1.430 -0.647
N 1.445 0.215 0.429 -0.702
H -0.777 -1.479 0.009 0.216
H -1.622 -0.611 1.452 0.211
H 0.104 -2.448 1.532 0.504
H -0.310 0.811 -0.564 0.264
H -1.394 1.799 1.481 0.244
H 0.090 2.577 1.121 0.228
H 0.009 1.443 2.446 0.231
H 1.981 0.749 1.120 0.433
H 1.538 -0.764 0.748 0.453
H 1.835 0.321 -0.513 0.466
H -1.458 2.706 -2.904 0.483
H -1.845 3.190 -1.518 0.480
O -1.265 2.566 -1.968 -0.959
H -0.188 -4.543 0.069 0.488
H -1.588 -4.187 0.649 0.491
O -0.874 -3.860 0.085 -0.966
H 1.626 0.010 -3.257 0.505
H 1.972 1.311 -2.576 0.490
O 1.701 0.404 -2.379 -0.974
```

- HOMO (Ha) = -0.535
- LUMO (eV) = -2.75
- net charge = +1